(1)
{"formula": "C57H47NO2P2PdS", "method": "ωB97M-V/def2-TZVPD", "homo_energy_ev": -6.358, "multiplicity": 1, "symbols": ["C", "C", "C", "C", "C", "C", "C", "C", "C", "C", "C", "C", "C", "Pd", "P", "C", "C", "C", "C", "C", "C", "C", "C", "C", "C", "C", "C", "C", "C", "C", "C", "C", "C", "P", "C", "C", "C", "C", "C", "C", "C", "C", "C", "C", "C", "C", "C", "C", "C", "C", "C", "C", "C", "C", "H", "H", "H", "H", "H", "H", "H", "H", "H", "H", "H", "H", "H", "H", "H", "H", "H", "H", "H", "H", "H", "H", "H", "H", "H", "H", "H", "H", "H", "H", "H", "H", "H", "H", "H", "H", "H", "H", "H", "H", "H", "H", "H", "S", "C", "C", "C", "C", "N", "O", "O", "C", "C", "H", "H", "H", "H"], "xyz": [[-1.335, 2.513, -4.366], [-0.030, 2.013, -4.263], [0.256, 1.003, -3.342], [-0.770, 0.461, -2.502], [-0.549, -0.707, -1.577], [-1.580, -1.424, -0.961], [-1.804, -2.926, -0.823], [-0.593, -3.709, -1.303], [0.044, -4.595, -0.463], [1.251, -5.198, -0.812], [1.846, -4.881, -2.040], [1.192, -4.016, -2.931], [-0.032, -3.448, -2.560], [0.224, 1.184, -0.417], [-0.770, 2.897, 0.626], [-2.518, 2.901, 0.131], [-3.032, 3.861, -0.752], [-4.357, 3.767, -1.183], [-5.171, 2.716, -0.752], [-4.668, 1.773, 0.150], [-3.344, 1.858, 0.586], [-0.859, 2.931, 2.437], [-1.924, 3.561, 3.111], [-1.971, 3.577, 4.508], [-0.965, 2.950, 5.252], [0.102, 2.332, 4.585], [0.153, 2.312, 3.188], [-0.086, 4.498, 0.099], [-0.100, 5.645, 0.912], [0.388, 6.859, 0.423], [0.952, 6.931, -0.855], [1.005, 5.780, -1.648], [0.479, 4.572, -1.184], [2.308, 0.497, 0.183], [3.301, 0.317, -1.311], [4.095, 1.382, -1.769], [4.727, 1.287, -3.009], [4.516, 0.173, -3.828], [3.700, -0.875, -3.390], [3.133, -0.826, -2.115], [3.117, 1.624, 1.348], [3.704, 1.171, 2.547], [4.128, 2.094, 3.509], [3.946, 3.467, 3.307], [3.389, 3.922, 2.106], [3.008, 3.011, 1.119], [2.353, -1.155, 0.920], [3.474, -1.994, 0.782], [3.453, -3.275, 1.329], [2.353, -3.705, 2.080], [1.250, -2.859, 2.242], [1.237, -1.597, 1.650], [-2.107, 0.873, -2.750], [-2.368, 1.914, -3.629], [-1.542, 3.387, -4.990], [0.759, 2.430, -4.903], [1.273, 0.613, -3.280], [0.458, -1.149, -1.637], [-2.345, -0.807, -0.481], [-2.715, -3.141, -1.436], [-0.356, -4.793, 0.529], [1.714, -5.894, -0.104], [2.834, -5.287, -2.284], [1.645, -3.755, -3.894], [-0.524, -2.738, -3.231], [-2.400, 4.682, -1.093], [-4.753, 4.525, -1.860], [-6.200, 2.641, -1.110], [-5.311, 0.971, 0.516], [-2.951, 1.113, 1.283], [-2.726, 4.025, 2.535], [-2.797, 4.080, 5.013], [-1.008, 2.955, 6.346], [0.908, 1.874, 5.164], [0.993, 1.837, 2.670], [-0.499, 5.582, 1.922], [0.327, 7.754, 1.042], [1.343, 7.880, -1.232], [1.454, 5.823, -2.640], [0.509, 3.678, -1.817], [4.223, 2.264, -1.144], [5.386, 2.090, -3.338], [5.002, 0.110, -4.804], [3.511, -1.740, -4.029], [2.576, -1.685, -1.735], [3.827, 0.098, 2.712], [4.603, 1.735, 4.424], [4.259, 4.181, 4.073], [3.259, 4.993, 1.926], [2.595, 3.373, 0.171], [4.355, -1.647, 0.242], [4.301, -3.943, 1.169], [2.355, -4.700, 2.537], [0.394, -3.188, 2.834], [0.355, -0.958, 1.742], [-2.912, 0.348, -2.233], [-3.392, 2.276, -3.733], [-2.258, -3.435, 0.871], [-2.856, -5.127, 1.130], [-2.073, -6.270, 1.463], [-2.647, -7.543, 1.476], [-4.028, -7.677, 1.229], [-4.555, -8.915, 0.764], [-5.764, -8.932, 0.433], [-3.806, -9.910, 0.667], [-4.852, -6.535, 1.159], [-4.258, -5.284, 1.084], [-0.999, -6.192, 1.651], [-2.052, -8.446, 1.621], [-5.926, -6.665, 1.091], [-4.867, -4.394, 0.924]], "lowdin_charge": [-0.086, -0.092, -0.046, -0.278, -0.177, -0.106, -0.491, -0.241, -0.091, -0.074, -0.085, -0.082, -0.049, 0.288, 0.941, -0.372, -0.086, -0.096, -0.097, -0.088, -0.117, -0.355, -0.096, -0.083, -0.086, -0.076, -0.084, -0.370, -0.072, -0.085, -0.088, -0.082, -0.119, 0.956, -0.362, -0.081, -0.084, -0.093, -0.084, -0.128, -0.365, -0.079, -0.085, -0.085, -0.074, -0.123, -0.369, -0.095, -0.083, -0.095, -0.093, -0.087, -0.041, -0.085, 0.103, 0.108, 0.090, 0.076, 0.082, 0.128, 0.028, 0.108, 0.103, 0.103, 0.123, 0.103, 0.104, 0.101, 0.104, 0.109, 0.110, 0.103, 0.103, 0.104, 0.070, 0.099, 0.103, 0.103, 0.103, 0.082, 0.092, 0.103, 0.101, 0.100, 0.090, 0.102, 0.104, 0.104, 0.107, 0.086, 0.113, 0.106, 0.107, 0.099, 0.094, 0.109, 0.102, 0.961, -0.449, -0.062, 0.018, -0.159, -0.320, 0.052, 0.062, 0.014, -0.089, 0.105, 0.124, 0.121, 0.104]}

(2)
{"formula": "H16O8", "method": "ωB97M-V/def2-TZVPD", "relative_energy_kj_mol": 195.6, "homo_energy_ev": -9.467, "smiles": "O.O.O.O.O.O.O.O", "multiplicity": 1, "symbols": ["O", "H", "H", "O", "H", "H", "O", "H", "H", "O", "H", "H", "O", "H", "H", "O", "H", "H", "O", "H", "H", "O", "H", "H"], "xyz": [[2.968, -0.182, -0.074], [3.865, -0.070, 0.183], [2.523, 0.573, 0.349], [1.346, 1.795, 1.506], [0.689, 2.193, 0.938], [1.925, 2.550, 1.608], [-2.668, 0.692, 0.642], [-3.047, 0.064, 0.000], [-3.410, 1.224, 0.952], [-0.462, -0.049, -1.754], [-0.232, -0.462, -0.874], [-1.223, 0.481, -1.542], [-0.590, 3.022, -0.044], [-1.302, 2.426, 0.152], [-0.370, 2.778, -0.941], [1.704, -2.675, -0.742], [1.895, -1.878, -0.259], [0.736, -2.826, -0.616], [-0.938, -3.064, -0.604], [-1.228, -3.214, -1.494], [-1.155, -2.212, -0.297], [-0.326, -0.727, 0.776], [0.389, -0.104, 0.918], [-1.087, -0.342, 1.224]], "lowdin_charge": [-0.033, 0.031, 0.010, -0.046, -0.015, 0.060, -0.044, 0.079, 0.073, -0.069, -0.009, -0.011, -0.020, 0.007, 0.057, -0.087, -0.039, -0.021, -0.012, 0.065, -0.018, -0.039, 0.035, 0.046]}

(3)
{"formula": "C6H8N2", "method": "ωB97M-V/def2-TZVPD", "relative_energy_kj_mol": 609.6, "homo_energy_ev": [-7.527, -7.525], "multiplicity": 1, "symbols": ["C", "C", "C", "N", "C", "C", "C", "N", "H", "H", "H", "H", "H", "H", "H", "H"], "xyz": [[-0.834, 0.039, 1.447], [1.287, 0.133, 0.012], [-1.152, 0.128, -0.007], [2.493, -0.489, -0.428], [0.339, 0.888, -0.795], [0.248, -0.664, 0.705], [-2.276, -0.169, -0.667], [1.000, 1.599, 0.119], [2.712, -0.233, -1.383], [3.275, -0.204, 0.152], [0.200, 0.851, -1.869], [-0.542, 0.967, 1.923], [-1.498, -0.584, 2.038], [0.270, -1.750, 0.668], [-2.290, -0.225, -1.752], [-3.232, -0.286, -0.164]], "lowdin_charge": [-0.092, -0.536, -0.258, 0.086, -0.227, 0.039, 0.076, 0.116, 0.075, 0.076, 0.144, 0.115, 0.118, 0.141, 0.061, 0.065]}